--- P ---
{
  "formula": "C3HN3O",
  "method": "the ωB97M-V functional and the def2-TZVPD basis",
  "symbols": ["N", "C", "N", "C", "O", "C", "N", "H"],
  "xyz": [[1.744, 2.830, -1.384], [0.976, 1.997, -1.191], [-0.028, 1.188, -1.053], [-0.267, 0.152, -0.392], [-1.493, -0.394, -0.376], [-2.510, 0.155, -0.957], [-3.475, 0.537, -1.429], [0.423, -0.428, 0.228]],
  "e_homo_ev": -11.189,
  "homo_lumo_gap_ev": 10.468
}

=====

--- Q ---
{
  "formula": "C3HN3O",
  "method": "the ωB97M-V functional and the def2-TZVPD basis",
  "symbols": ["C", "C", "C", "N", "N", "N", "O", "H"],
  "xyz": [[0.784, 0.079, 1.548], [-1.295, 0.574, 1.129], [-0.040, 0.657, 0.499], [1.508, -0.257, 2.384], [-2.199, 0.324, 1.786], [0.501, 1.933, 0.074], [0.669, 2.144, -1.134], [0.002, -0.342, -0.423]],
  "e_homo_ev": [-11.120, -11.120],
  "homo_lumo_gap_ev": [9.041, 9.040]
}

=====

--- R ---
{
  "formula": "C3HN3O",
  "method": "the ωB97M-V functional and the def2-TZVPD basis",
  "symbols": ["C", "C", "C", "N", "N", "N", "O", "H"],
  "xyz": [[0.265, -1.579, 0.719], [-1.468, 0.175, 0.977], [-0.174, -0.274, 0.462], [0.578, -2.689, 0.788], [-2.406, 0.532, 1.527], [0.990, 0.636, 1.586], [1.976, 1.056, 1.124], [0.097, 0.100, -0.654]],
  "e_homo_ev": [-10.158, -10.157],
  "homo_lumo_gap_ev": [8.530, 8.529]
}

=====

Most stable structure: P

=====

--- P ---
{
  "formula": "C5H13O2S",
  "method": "the ωB97M-V functional and the def2-TZVPD basis",
  "symbols": ["C", "O", "C", "C", "C", "S", "C", "H", "H", "H", "H", "H", "H", "H", "H", "H", "H", "H", "H", "H", "O"],
  "xyz": [[1.702, 1.892, -0.109], [0.765, 2.164, 0.881], [1.706, 0.373, -0.623], [0.513, 0.136, -1.606], [-0.842, 0.041, -0.999], [-1.445, -1.670, -0.788], [-0.643, -2.281, 0.705], [2.693, 2.080, 0.313], [1.314, 2.483, -0.962], [1.680, -0.324, 0.215], [2.670, 0.234, -1.130], [0.595, 0.866, -2.416], [0.713, -0.741, -2.254], [-1.657, 0.655, -1.403], [-0.852, 0.678, -0.097], [-1.311, -3.019, 1.159], [-0.510, -1.510, 1.479], [0.315, -2.791, 0.577], [-0.965, 1.377, 2.803], [0.304, 1.257, 1.786], [-0.227, 0.801, 2.647]],
  "e_homo_ev": -3.570,
  "homo_lumo_gap_ev": 6.845,
  "total_charge": -1
}

=====

--- Q ---
{
  "formula": "C5H13O2S",
  "method": "the ωB97M-V functional and the def2-TZVPD basis",
  "symbols": ["C", "O", "C", "C", "C", "S", "C", "H", "H", "H", "H", "H", "H", "H", "H", "H", "H", "H", "H", "H", "O"],
  "xyz": [[1.066, 2.161, 0.152], [-0.163, 2.054, 0.590], [1.702, 0.809, -0.003], [1.322, -0.094, -1.194], [-0.263, -0.075, -1.155], [-0.981, -1.791, -1.148], [-0.748, -2.083, 0.630], [1.482, 2.993, 0.719], [0.938, 2.778, -0.756], [1.608, 0.321, 1.007], [2.852, 1.080, -0.083], [1.494, 0.374, -2.146], [1.808, -1.021, -1.247], [-0.801, 0.377, -1.949], [-0.755, 0.462, -0.369], [-0.917, -3.179, 0.826], [-1.575, -1.655, 1.318], [0.069, -1.737, 1.213], [-1.368, 1.221, 2.739], [-0.426, 1.245, 1.629], [-0.736, 0.583, 2.522]],
  "e_homo_ev": -3.431,
  "homo_lumo_gap_ev": 6.790,
  "total_charge": -1
}

=====

Most stable structure: P

=====

--- P ---
{
  "formula": "C40H43BN10O5PtS",
  "method": "the ωB97M-V functional and the def2-TZVPD basis",
  "symbols": ["Pt", "C", "C", "C", "C", "N", "N", "B", "N", "C", "C", "C", "C", "N", "N", "C", "C", "C", "C", "N", "N", "C", "C", "C", "C", "N", "H", "H", "H", "H", "H", "H", "H", "H", "H", "H", "H", "H", "H", "H", "H", "H", "H", "H", "H", "H", "O", "S", "C", "C", "C", "C", "C", "C", "C", "C", "C", "C", "C", "C", "H", "H", "H", "H", "H", "H", "H", "H", "H", "H", "C", "C", "C", "C", "C", "N", "H", "H", "H", "H", "H", "H", "H", "H", "H", "O", "C", "O", "C", "C", "C", "C", "C", "C", "N", "O", "O", "H", "H", "H", "H"],
  "xyz": [[0.185, -0.607, 0.448], [-1.585, 0.870, 3.174], [-1.237, -0.561, 3.333], [-1.529, -1.421, 4.381], [-0.935, -2.625, 4.047], [-0.323, -2.501, 2.852], [-0.499, -1.232, 2.417], [0.585, -3.462, 2.040], [-0.012, -3.700, 0.635], [-0.334, -4.867, 0.033], [-0.711, -4.611, -1.262], [-0.595, -3.223, -1.411], [-0.830, -2.382, -2.608], [-0.172, -2.700, -0.259], [1.944, -2.761, 1.905], [3.150, -3.053, 2.437], [4.066, -2.147, 1.970], [3.334, -1.271, 1.153], [3.814, -0.056, 0.474], [2.054, -1.662, 1.128], [0.679, -4.868, 2.691], [1.678, -5.863, 2.567], [1.168, -7.031, 2.998], [-0.173, -6.709, 3.402], [-1.198, -7.590, 3.940], [-0.414, -5.374, 3.167], [-1.630, 1.359, 4.145], [-2.565, 0.978, 2.704], [-0.841, 1.367, 2.558], [-2.095, -1.200, 5.269], [-0.920, -3.547, 4.596], [-0.294, -5.815, 0.540], [-1.023, -5.319, -2.009], [-0.356, -2.822, -3.485], [-0.422, -1.392, -2.426], [-1.893, -2.291, -2.832], [3.287, -3.854, 3.143], [5.117, -2.104, 2.196], [4.895, 0.038, 0.524], [3.323, 0.824, 0.882], [3.526, -0.060, -0.590], [2.651, -5.652, 2.158], [1.655, -7.988, 3.077], [-0.757, -8.398, 4.525], [-1.727, -8.079, 3.107], [-1.942, -7.038, 4.514], [1.131, 1.470, 1.048], [0.499, 2.675, 0.347], [0.035, 3.755, 1.731], [-1.313, 4.006, 1.926], [-1.709, 4.798, 2.995], [-0.753, 5.300, 3.866], [0.593, 5.022, 3.670], [1.002, 4.243, 2.597], [1.828, 3.618, -0.369], [1.494, 4.511, -1.379], [2.480, 5.321, -1.918], [3.786, 5.225, -1.452], [4.108, 4.325, -0.443], [3.132, 3.501, 0.093], [-2.053, 3.576, 1.263], [-2.759, 5.011, 3.144], [-1.062, 5.904, 4.709], [1.340, 5.414, 4.347], [2.053, 4.037, 2.453], [0.475, 4.571, -1.746], [2.233, 6.020, -2.704], [4.559, 5.843, -1.887], [5.120, 4.276, -0.063], [3.379, 2.791, 0.870], [-2.994, 3.088, -1.776], [-3.583, 1.731, -1.348], [-4.701, 1.911, -0.303], [-4.126, 0.999, -2.586], [-2.533, 0.927, -0.730], [-1.725, 0.304, -0.203], [-3.736, 3.603, -2.385], [-2.089, 2.953, -2.370], [-2.764, 3.724, -0.922], [-5.423, 2.627, -0.694], [-4.317, 2.292, 0.644], [-5.217, 0.969, -0.121], [-5.051, 1.485, -2.893], [-4.345, -0.049, -2.383], [-3.420, 1.054, -3.413], [2.757, 0.185, -2.482], [1.537, 0.499, -2.571], [0.703, 0.641, -1.653], [1.105, 0.689, -4.017], [2.041, 0.861, -5.036], [1.612, 0.938, -6.352], [0.269, 0.779, -6.659], [-0.632, 0.575, -5.627], [-0.245, 0.572, -4.300], [-2.041, 0.262, -5.935], [-2.717, -0.168, -5.014], [-2.417, 0.442, -7.064], [3.096, 0.931, -4.808], [2.332, 1.093, -7.143], [-0.085, 0.808, -7.681], [-0.986, 0.465, -3.523]],
  "spin_multiplicity": 6,
  "e_homo_ev": [-15.808, -15.794],
  "homo_lumo_gap_ev": [8.586, 4.026],
  "total_charge": 3
}

=====

--- Q ---
{
  "formula": "C40H43BN10O5PtS",
  "method": "the ωB97M-V functional and the def2-TZVPD basis",
  "symbols": ["Pt", "C", "C", "C", "C", "N", "N", "B", "N", "C", "C", "C", "C", "N", "N", "C", "C", "C", "C", "N", "N", "C", "C", "C", "C", "N", "H", "H", "H", "H", "H", "H", "H", "H", "H", "H", "H", "H", "H", "H", "H", "H", "H", "H", "H", "H", "O", "S", "C", "C", "C", "C", "C", "C", "C", "C", "C", "C", "C", "C", "H", "H", "H", "H", "H", "H", "H", "H", "H", "H", "C", "C", "C", "C", "C", "N", "H", "H", "H", "H", "H", "H", "H", "H", "H", "O", "C", "O", "C", "C", "C", "C", "C", "C", "N", "O", "O", "H", "H", "H", "H"],
  "xyz": [[-0.108, 0.671, 0.616], [-2.989, -1.266, -0.614], [-2.864, -1.053, 0.855], [-3.712, -1.494, 1.881], [-3.167, -0.995, 3.035], [-2.053, -0.294, 2.721], [-1.874, -0.339, 1.379], [-1.129, 0.536, 3.617], [0.319, -0.074, 3.586], [1.132, -0.696, 4.481], [2.324, -1.003, 3.866], [2.199, -0.559, 2.559], [3.196, -0.539, 1.463], [0.944, 0.012, 2.416], [-1.051, 2.003, 3.195], [-0.976, 3.137, 3.935], [-0.922, 4.212, 3.087], [-0.949, 3.659, 1.793], [-0.947, 4.355, 0.476], [-1.017, 2.337, 1.876], [-1.770, 0.490, 5.052], [-2.900, 1.243, 5.473], [-3.260, 0.803, 6.702], [-2.344, -0.224, 7.007], [-2.230, -1.089, 8.177], [-1.450, -0.385, 5.930], [-3.962, -1.694, -0.847], [-2.889, -0.315, -1.139], [-2.220, -1.950, -0.977], [-4.603, -2.089, 1.782], [-3.508, -1.102, 4.051], [0.812, -0.873, 5.490], [3.179, -1.478, 4.314], [4.161, -0.871, 1.837], [2.893, -1.192, 0.643], [3.298, 0.467, 1.058], [-0.952, 3.114, 5.013], [-0.878, 5.253, 3.358], [-1.883, 4.897, 0.337], [-0.140, 5.086, 0.421], [-0.843, 3.641, -0.339], [-3.330, 1.992, 4.827], [-4.068, 1.160, 7.318], [-2.775, -0.693, 9.030], [-2.655, -2.073, 7.929], [-1.183, -1.269, 8.427], [-0.726, 0.727, -2.317], [-0.478, -0.366, -3.266], [-1.523, -0.420, -4.656], [-2.878, -0.657, -4.410], [-3.739, -0.703, -5.487], [-3.244, -0.535, -6.777], [-1.888, -0.318, -7.006], [-1.003, -0.270, -5.945], [1.179, -0.488, -3.769], [2.033, 0.595, -3.565], [3.334, 0.481, -4.017], [3.762, -0.696, -4.630], [2.897, -1.771, -4.803], [1.587, -1.680, -4.368], [-3.240, -0.806, -3.401], [-4.793, -0.883, -5.328], [-3.923, -0.580, -7.618], [-1.522, -0.185, -8.014], [0.051, -0.103, -6.110], [1.668, 1.498, -3.094], [4.018, 1.313, -3.915], [4.782, -0.771, -4.983], [3.244, -2.678, -5.280], [0.890, -2.500, -4.497], [3.199, 4.900, 0.328], [3.188, 3.828, -0.773], [2.752, 4.433, -2.117], [4.565, 3.156, -0.893], [2.210, 2.792, -0.395], [1.470, 1.974, -0.084], [3.950, 5.647, 0.073], [3.458, 4.472, 1.296], [2.235, 5.401, 0.406], [3.395, 5.284, -2.338], [1.721, 4.787, -2.085], [2.855, 3.714, -2.930], [5.267, 3.874, -1.317], [4.530, 2.283, -1.546], [4.942, 2.851, 0.083], [0.679, -2.290, 1.647], [0.489, -2.312, 0.392], [0.392, -1.290, -0.340], [0.262, -3.648, -0.235], [0.526, -4.848, 0.421], [0.297, -6.054, -0.229], [-0.203, -6.074, -1.525], [-0.454, -4.866, -2.150], [-0.231, -3.658, -1.530], [-0.976, -4.839, -3.533], [-1.107, -3.736, -4.057], [-1.341, -5.876, -4.017], [0.913, -4.836, 1.430], [0.507, -6.987, 0.274], [-0.395, -7.003, -2.045], [-0.438, -2.739, -2.051]],
  "spin_multiplicity": 6,
  "e_homo_ev": [-14.913, -16.270],
  "homo_lumo_gap_ev": [7.990, 5.431],
  "total_charge": 3
}

=====

Most stable structure: Q

=====

--- P ---
{
  "formula": "CHI2NO",
  "method": "the ωB97M-V functional and the def2-TZVPD basis",
  "symbols": ["I", "N", "C", "O", "I", "H"],
  "xyz": [[0.772, 2.478, 0.874], [0.305, 0.806, -0.116], [-0.328, -0.177, 0.335], [-0.478, -1.293, -0.331], [0.560, -1.555, -2.068], [-0.831, -0.259, 1.306]],
  "e_homo_ev": -9.181,
  "homo_lumo_gap_ev": 7.860
}

=====

--- Q ---
{
  "formula": "CHI2NO",
  "method": "the ωB97M-V functional and the def2-TZVPD basis",
  "symbols": ["C", "N", "O", "I", "I", "H"],
  "xyz": [[0.903, -0.431, -0.398], [-0.545, 0.236, 0.838], [0.703, -1.525, -0.700], [-0.607, 2.237, 0.342], [-2.109, -0.876, 0.281], [1.655, 0.360, -0.364]],
  "e_homo_ev": -8.576,
  "homo_lumo_gap_ev": 7.922
}

=====

Most stable structure: P

=====

--- P ---
{
  "formula": "C25H31N3O2",
  "method": "the ωB97M-V functional and the def2-TZVPD basis",
  "symbols": ["C", "N", "C", "C", "C", "N", "C", "O", "C", "C", "C", "N", "C", "O", "C", "C", "C", "C", "C", "C", "C", "C", "C", "C", "C", "C", "C", "C", "C", "C", "H", "H", "H", "H", "H", "H", "H", "H", "H", "H", "H", "H", "H", "H", "H", "H", "H", "H", "H", "H", "H", "H", "H", "H", "H", "H", "H", "H", "H", "H", "H"],
  "xyz": [[1.496, -0.474, -6.708], [2.147, -0.748, -5.440], [3.342, 0.064, -5.309], [1.209, -0.560, -4.338], [1.890, -0.792, -2.968], [0.914, -0.908, -1.909], [0.396, 0.189, -1.303], [0.844, 1.301, -1.489], [-0.734, -0.139, -0.330], [-0.135, -0.524, 1.033], [0.444, 0.715, 1.721], [-0.595, 1.698, 1.898], [-1.186, 2.092, 3.054], [-2.043, 2.965, 3.061], [-0.761, 1.430, 4.309], [-0.991, 2.031, 5.480], [-0.687, 1.527, 6.807], [-1.033, 2.305, 7.915], [-0.768, 1.871, 9.200], [-0.149, 0.649, 9.406], [0.202, -0.134, 8.318], [-0.062, 0.298, 7.033], [-1.100, 2.185, 0.632], [-1.713, 1.031, -0.162], [0.067, -1.543, -4.446], [0.321, -2.877, -4.744], [-0.713, -3.794, -4.781], [-2.011, -3.392, -4.508], [-2.270, -2.066, -4.206], [-1.236, -1.146, -4.177], [2.186, -0.710, -7.517], [1.187, 0.578, -6.803], [0.614, -1.104, -6.810], [3.936, -0.279, -4.465], [3.939, -0.054, -6.212], [3.116, 1.132, -5.177], [0.799, 0.469, -4.333], [2.482, -1.708, -3.005], [2.525, 0.059, -2.716], [0.419, -1.783, -1.845], [-1.283, -0.999, -0.732], [0.645, -1.277, 0.902], [-0.923, -0.946, 1.661], [0.907, 0.453, 2.671], [1.217, 1.154, 1.079], [-0.325, 0.445, 4.253], [-1.457, 3.008, 5.443], [-1.517, 3.258, 7.758], [-1.044, 2.486, 10.044], [0.060, 0.307, 10.409], [0.685, -1.088, 8.474], [0.220, -0.325, 6.198], [-1.853, 2.946, 0.844], [-0.280, 2.628, 0.062], [-2.021, 1.396, -1.142], [-2.600, 0.669, 0.364], [1.334, -3.178, -4.963], [-0.508, -4.827, -5.021], [-2.818, -4.109, -4.534], [-3.280, -1.745, -3.995], [-1.441, -0.111, -3.942]],
  "e_homo_ev": -8.551,
  "homo_lumo_gap_ev": 8.849
}

=====

--- Q ---
{
  "formula": "C25H31N3O2",
  "method": "the ωB97M-V functional and the def2-TZVPD basis",
  "symbols": ["C", "C", "C", "C", "C", "C", "C", "N", "C", "C", "C", "C", "C", "C", "C", "C", "O", "N", "C", "C", "N", "C", "C", "O", "C", "C", "C", "C", "C", "C", "H", "H", "H", "H", "H", "H", "H", "H", "H", "H", "H", "H", "H", "H", "H", "H", "H", "H", "H", "H", "H", "H", "H", "H", "H", "H", "H", "H", "H", "H", "H"],
  "xyz": [[5.801, -6.426, 0.267], [4.799, -5.323, 0.104], [4.303, -5.006, -1.155], [3.387, -3.982, -1.311], [2.953, -3.259, -0.214], [3.436, -3.564, 1.051], [2.970, -2.778, 2.256], [1.571, -2.455, 2.194], [0.543, -3.356, 2.404], [0.848, -4.759, 2.794], [-0.662, -2.742, 2.200], [-2.035, -3.309, 2.326], [-0.377, -1.393, 1.827], [-1.173, -0.304, 1.499], [-0.571, 0.895, 1.151], [-1.464, 2.030, 0.797], [-2.588, 2.150, 1.246], [-0.928, 2.937, -0.067], [-1.694, 4.039, -0.595], [-2.217, 3.733, -2.005], [-3.089, 4.785, -2.490], [-2.363, 5.944, -2.976], [-3.360, 7.040, -3.352], [-4.265, 6.599, -4.335], [-4.960, 5.461, -3.882], [-4.001, 4.326, -3.524], [0.829, 1.014, 1.162], [1.639, -0.047, 1.500], [1.035, -1.256, 1.825], [4.354, -4.595, 1.198], [6.764, -6.118, -0.140], [5.482, -7.316, -0.273], [5.937, -6.680, 1.315], [4.637, -5.568, -2.015], [3.006, -3.745, -2.294], [2.235, -2.462, -0.338], [3.531, -1.840, 2.315], [3.175, -3.346, 3.170], [1.519, -5.221, 2.069], [1.326, -4.796, 3.774], [-0.067, -5.342, 2.840], [-2.551, -3.267, 1.366], [-2.616, -2.729, 3.042], [-2.008, -4.343, 2.659], [-2.250, -0.371, 1.504], [-0.067, 2.709, -0.537], [-2.543, 4.190, 0.073], [-1.070, 4.937, -0.596], [-1.366, 3.556, -2.690], [-2.799, 2.810, -1.946], [-1.704, 6.316, -2.191], [-1.751, 5.691, -3.863], [-2.845, 7.904, -3.775], [-3.910, 7.345, -2.449], [-5.626, 5.163, -4.694], [-5.556, 5.718, -2.993], [-4.572, 3.478, -3.142], [-3.459, 4.011, -4.434], [1.287, 1.966, 0.936], [2.713, 0.070, 1.508], [4.729, -4.835, 2.184]],
  "e_homo_ev": -7.749,
  "homo_lumo_gap_ev": 8.410
}

=====

Most stable structure: Q